[1]
Formula: C27H33Si
Source: the OMol25 dataset
Level of theory: ωB97M-V/def2-TZVPD

Output
charge = +1
gap between HOMO and LUMO = 6.26 eV
energy above the lowest of the compared OMol25 structures with the same formula, charge and spin = 2.963 eV
electronic energy = -36403.2666 eV
E_LUMO = -4.75 eV
F_max = 0.078 hartree/bohr
HOMO level = -11.016 eV

Atoms and positions in Å:
C -1.604755 -4.005620 1.197793
C -0.262216 -3.238588 1.350284
Si -0.474638 -1.620798 2.242916
C -1.912795 -1.710638 3.442371
C -1.723478 -0.861450 4.671207
C 1.224031 -1.212406 2.983820
C 2.370650 -1.681431 2.098443
H -0.704429 -0.032556 1.120182
H -1.428953 -5.001448 0.746691
H -2.095299 -4.182482 2.177540
H -2.276704 -3.463690 0.518846
H 0.438883 -3.870773 1.932164
H 0.231215 -3.203227 0.359514
H -2.868726 -1.486565 2.960789
H -2.037075 -2.783144 3.700097
H -2.376943 -1.198503 5.472068
H -0.710973 -0.912268 5.078181
H -1.976030 0.165692 4.478815
H 1.326460 -0.142757 3.232263
H 1.237740 -1.707534 3.989923
H 3.310552 -1.618731 2.651271
H 2.282394 -2.736125 1.795809
H 2.492296 -1.051865 1.220971
C 3.409927 3.367573 -4.360626
C 2.370879 3.880246 -3.561462
C 1.706845 3.111402 -2.578248
C 2.026180 1.700164 -2.488152
C 1.247153 0.743441 -1.636114
C 0.770902 1.100625 -0.357818
C -0.554070 0.726094 0.266899
C -1.326802 1.942927 0.817761
C -2.525796 1.609930 1.344896
C -3.461653 2.547961 1.711895
C -3.167643 3.963691 1.578827
C -1.852051 4.257102 1.116590
C -0.923625 3.290056 0.776327
C 0.740596 -0.493330 -2.294869
C 0.352293 -1.614909 -1.521662
C -0.326191 -2.712296 -2.057602
C -0.397547 -2.860657 -3.465733
C 0.015022 -1.794258 -4.292274
C 0.502506 -0.592464 -3.719714
C 3.062262 1.178326 -3.312605
C 3.810489 2.018207 -4.149870
H 3.916543 3.962847 -5.083031
H 2.104467 4.944492 -3.681616
H 0.913672 3.494088 -1.929575
H 1.355962 1.795423 0.344596
H -1.303518 0.228538 -0.446136
H -2.770436 0.553048 1.461128
H -4.402126 2.281512 2.114182
H -3.896329 4.703687 1.813027
H -1.629094 5.336402 1.068620
H 0.074215 3.637166 0.458003
H 0.636100 -1.573673 -0.446611
H -0.771872 -3.467767 -1.418483
H -0.769525 -3.799461 -3.872673
H -0.054140 -1.889335 -5.375917
H 0.656901 0.266456 -4.350597
H 3.286769 0.091648 -3.266825
H 4.711539 1.621997 -4.626524

Forces on atoms 1 to 2 (eV/Å):
C 0.16 -0.38 -0.01
C -0.58 -0.85 -1.10

=====

[2]
Formula: C27H34BBr2N8STi
Source: the OMol25 dataset
Level of theory: ωB97M-V/def2-TZVPD

Output
charge = +2
2S+1 = 2
gap between HOMO and LUMO (alpha / beta) = 7.39 / 7.43 eV
energy above the lowest of the compared OMol25 structures with the same formula, charge and spin = 0.000 eV
electronic energy = -215176.8040 eV
E_LUMO (alpha / beta) = -6.58 / -6.55 eV
F_max = 0.011 hartree/bohr
HOMO level (alpha / beta) = -13.971 / -13.972 eV

Atoms and positions in Å:
Ti 0.025215 -0.161748 0.126889
C 3.467027 1.084499 0.616623
C 2.296742 1.899045 1.057479
C 2.287726 3.202580 1.524025
C 0.950812 3.526065 1.730946
C 0.362460 4.812224 2.196506
N 0.212608 2.454468 1.414984
N 1.033684 1.430981 1.010274
B -1.319346 2.325945 1.227340
N -1.815631 1.064425 1.972025
N -1.416327 -0.174398 1.538560
C -2.034119 -1.089478 2.325023
C -1.835500 -2.557029 2.155678
C -2.817530 -0.431505 3.250074
C -2.657932 0.932666 2.997573
C -3.283192 2.089150 3.696037
N -1.603802 2.147011 -0.289772
N -0.818749 1.323725 -1.063393
C -1.243949 1.473637 -2.336627
C -0.579757 0.772783 -3.469794
C -2.298119 2.369343 -2.371992
C -2.502985 2.773132 -1.056105
C -3.507754 3.733301 -0.521462
H 4.016039 0.674381 1.465905
H 4.160771 1.712126 0.059211
H 3.164463 0.262345 -0.034826
H 3.136540 3.845901 1.680707
H 1.156575 5.494273 2.489014
H -0.295678 4.660174 3.051075
H -0.219120 5.284596 1.404345
H -1.878633 3.290632 1.635962
H -2.046281 -2.870796 1.132655
H -2.506902 -3.098263 2.817701
H -0.814009 -2.850035 2.406361
H -3.433036 -0.875641 4.013413
H -3.881962 1.733489 4.530444
H -3.931160 2.650559 3.022789
H -2.526550 2.772707 4.079619
H 0.195395 0.101064 -3.106064
H -0.110953 1.499610 -4.134317
H -1.299493 0.207928 -4.063298
H -2.839806 2.705915 -3.239490
H -4.199729 4.015352 -1.310838
H -3.025537 4.637582 -0.149440
H -4.077696 3.295721 0.297421
Br 4.032058 -5.367661 1.795635
C 2.913112 -3.930015 1.413427
C 3.007700 -2.750934 2.141170
C 2.169958 -1.711600 1.796587
N 1.277171 -1.794357 0.800924
C 1.145078 -2.961599 0.131796
C 1.961846 -4.041129 0.403488
C 0.028081 -3.023384 -0.855314
C -0.294345 -4.177261 -1.541260
C -1.377956 -4.159044 -2.412330
Br -1.830805 -5.694548 -3.364391
C -2.120627 -2.995119 -2.557602
C -1.737103 -1.887988 -1.829650
N -0.683184 -1.887675 -1.005078
H 3.713781 -2.643853 2.951485
H 2.203814 -0.769302 2.328364
H 1.871796 -4.966768 -0.143159
H 0.273301 -5.086091 -1.417255
H -2.978508 -2.952672 -3.212501
H -2.292579 -0.960773 -1.898127
C 2.412422 -0.906181 -4.335953
S 2.281823 -1.527354 -2.647731
C 4.013053 -1.406684 -2.154774
H 2.742979 0.130890 -4.345458
H 1.429626 -0.979532 -4.796783
H 3.107623 -1.524263 -4.900295
H 4.626865 -2.059118 -2.772515
H 4.088391 -1.735332 -1.118034
H 4.369811 -0.381098 -2.233908

Forces on atoms 1 to 2 (eV/Å):
Ti 0.29 -0.03 -0.47
C 0.00 -0.01 -0.01

=====

[3]
Formula: C27H34BEuN12O2S2
Source: the OMol25 dataset
Level of theory: ωB97M-V/def2-TZVPD

Output
charge = +2
2S+1 = 7
gap between HOMO and LUMO (alpha / beta) = 7.77 / 9.20 eV
energy above the lowest of the compared OMol25 structures with the same formula, charge and spin = 0.048 eV
electronic energy = -92193.8223 eV
E_LUMO (alpha / beta) = -5.94 / -4.52 eV
F_max = 0.036 hartree/bohr
HOMO level (alpha / beta) = -13.714 / -13.716 eV

Atoms and positions in Å:
Eu 0.382637 -0.128797 0.689855
C -3.615384 2.028032 -0.148522
C -2.565628 1.143277 -0.409860
N -1.653378 1.197069 0.553237
N -2.096924 2.100933 1.462968
C -3.238907 2.626782 1.036725
B -1.222238 2.456830 2.714482
N -1.012685 1.176373 3.555323
C -1.398137 0.902311 4.834655
C -0.982563 -0.378159 5.166856
C -0.320785 -0.818848 4.032341
N -0.323099 0.097260 3.053802
N 0.144911 3.013276 2.194004
C 0.608591 4.229342 2.392644
C 1.705823 4.451158 1.604445
C 1.856579 3.241128 0.913778
N 0.925739 2.340448 1.269110
H -4.482193 2.239428 -0.791335
H -2.503284 0.399526 -1.186278
H -3.728826 3.451741 1.556266
H -1.714196 3.315338 3.340093
H -1.931970 1.684355 5.329965
H -1.156057 -0.883076 6.105567
H 0.206504 -1.754457 3.800532
H 0.102982 4.924445 3.048005
H 2.382212 5.270028 1.558022
H 2.709951 2.958588 0.288481
C -3.192919 -3.778036 0.987786
O -1.958429 -4.024488 0.280813
C -1.125745 -3.020480 0.174223
O -1.230832 -1.917231 0.747101
N -0.069900 -3.299070 -0.652457
N 1.011757 -2.389057 -0.716302
H -3.792851 -4.678948 0.965515
H -3.771937 -2.989058 0.498922
H -2.956543 -3.463552 2.020489
H 0.042243 -4.241814 -0.993604
H 1.212764 -2.193036 -1.678099
H 1.825660 -2.744799 -0.210832
C 1.869620 -4.360748 3.484796
C 3.184036 -3.707481 3.128774
C 3.080017 -2.247250 2.873657
N 2.339897 -1.710117 1.970797
N 2.405738 -0.352558 2.014644
C 3.180167 0.105394 2.977542
N 3.418430 1.384532 3.255746
S 3.953532 -1.118211 3.898475
H 2.043180 -5.420574 3.741064
H 1.113142 -4.264405 2.711442
H 1.448253 -3.999698 4.415918
H 3.575707 -4.117438 2.217195
H 3.941948 -3.932751 3.877205
H 2.839174 2.065433 2.789180
H 3.877930 1.605078 4.108329
N 0.470047 0.710148 -1.544309
S 0.422777 -0.084002 -2.914014
C 1.334448 0.763454 -4.206284
C 1.337682 0.167090 -5.486041
C 2.125998 0.745213 -6.491411
C 2.874289 1.868601 -6.213704
C 2.924763 2.374944 -4.918530
C 2.176421 1.849842 -3.908359
C -1.264762 0.015095 -3.500642
C -1.892754 1.197092 -3.918656
C -3.234412 1.152004 -4.195435
C -3.987523 0.004609 -3.993708
C -3.354031 -1.183498 -3.611952
C -1.990267 -1.166663 -3.327798
H 0.069345 1.652094 -1.582665
H 0.734206 -0.681672 -5.706079
H 2.175261 0.306424 -7.458550
H 3.455994 2.370612 -6.986212
H 3.567613 3.238909 -4.690069
H 2.245430 2.243564 -2.876353
H -1.318211 2.090374 -4.066593
H -3.701452 2.089631 -4.493211
H -5.053286 -0.028512 -4.199230
H -3.934204 -2.083107 -3.555503
H -1.527091 -2.086182 -3.008210

Forces on atoms 1 to 2 (eV/Å):
Eu -0.22 0.40 0.54
C -0.12 0.01 -0.76

=====

[4]
Formula: C27H34Cl2N2O2Y
Source: the OMol25 dataset
Level of theory: ωB97M-V/def2-TZVPD

Output
charge = -1
gap between HOMO and LUMO (alpha / beta) = 3.19 / 3.09 eV
electronic energy = -61713.1808 eV
E_LUMO (alpha / beta) = 2.66 / 2.65 eV
F_max = 0.095 hartree/bohr
HOMO level (alpha / beta) = -0.528 / -0.444 eV

Atoms and positions in Å:
Y -0.727369 -0.203260 -0.158874
Cl 1.587136 -0.267783 -1.250865
N 0.147455 2.112024 -0.245348
N -0.040864 -2.522747 0.002418
C -0.677008 2.849272 -0.965159
C -0.618722 -3.200354 -0.970370
C 1.246493 3.021617 0.213209
C 0.545861 4.376321 0.140442
C 2.418819 3.037053 -0.753488
C 1.735119 2.686851 1.608162
H 2.124675 3.469756 -1.720375
H 2.784392 2.021394 -0.917075
H 3.219892 3.661229 -0.334259
H 0.901022 2.702994 2.310389
H 2.466181 3.444329 1.919250
H 2.221913 1.707704 1.626798
C 0.971648 -3.406149 0.661268
C 0.696707 -4.754635 -0.004378
C 0.749175 -3.454261 2.163930
C 2.405074 -2.991417 0.380869
H 2.577839 -2.898136 -0.695363
H 3.081129 -3.760610 0.784375
H 2.646439 -2.034677 0.852004
H -0.269350 -3.792032 2.386401
H 0.913733 -2.470979 2.623045
H 1.458068 -4.162612 2.615590
O -0.260794 -4.465839 -1.078971
H 0.236796 -5.487698 0.674200
H 1.568517 -5.214691 -0.487705
O -0.549802 4.156309 -0.828203
H 1.146789 5.204319 -0.258869
H 0.098750 4.675074 1.099945
C -1.769032 2.298419 -1.858093
C -1.682756 -2.649277 -1.901161
C -1.316979 -1.402655 -2.693039
H -2.533112 -2.402656 -1.239501
H -2.004820 -3.468942 -2.552035
C -1.652556 -0.158209 -2.228441
C -1.368806 1.078183 -2.682061
H -0.809276 -0.545043 1.951466
C -0.658041 1.101869 -3.895339
C -0.302990 -0.132316 -4.470337
C -0.328322 2.426063 -4.505029
C -0.605700 -1.376469 -3.912228
H 0.255041 -0.113892 -5.411812
C -0.234990 -2.687113 -4.531209
H 0.198688 -2.548054 -5.527886
H -1.126661 -3.321935 -4.628062
H 0.492352 -3.236762 -3.914528
H -1.218343 3.074223 -4.487039
H 0.004123 2.316229 -5.541522
H 0.467954 2.945270 -3.945014
H -2.147964 3.120344 -2.471100
H -2.580068 2.003944 -1.161466
Cl -1.745821 2.822147 2.538718
C -1.439575 1.739452 3.852344
C -0.911620 2.203604 5.058847
C -0.416861 1.312315 6.018187
C -0.432173 -0.038103 5.717537
C -0.927350 -0.496019 4.507317
C -1.572092 0.367124 3.606644
C -1.884947 -0.223285 2.238346
H -0.813125 3.273424 5.209130
H -0.066368 1.680503 6.978378
H 0.030196 -0.738587 6.406500
H -0.789449 -1.540830 4.216825
H -2.488053 -1.137860 2.360589
H -2.426222 0.416495 1.503077

Forces on atoms 1 to 2 (eV/Å):
Y 1.25 -0.11 -0.36
Cl 0.75 -0.16 -0.30

=====

Look up the charge of the second one. +2